one:
Formula: CH6OS2
Source: OMol25
Level of theory: ωB97M-V with the def2-TZVPD basis set

CARTESIAN COORDINATES (ANGSTROEM)
S1 -0.99407 2.69943 -1.63113
S2 -1.55594 1.10949 -0.47568
O1 1.13438 -6.95403 1.67928
C1 -0.15261 3.88035 -0.54419
H1 -0.37132 0.54405 -0.22309
H2 1.23972 -6.16215 1.14565
H3 -0.75853 4.68352 -0.14331
H4 0.58994 4.25768 -1.24668
H5 0.44997 -7.43434 1.19928
H6 0.41845 3.37601 0.23986

* SMILES: CSS.O
* HOMO: -8.96 eV

These are the natural (NBO) partial charges, in e, on atoms 1 to 6:
1 S 0.088
2 S -0.131
3 O -0.931
4 C -0.751
5 H 0.115
6 H 0.465



two:
Formula: CH6OS2
Source: OMol25
Level of theory: ωB97M-V with the def2-TZVPD basis set

CARTESIAN COORDINATES (ANGSTROEM)
S1 -2.70501 0.27865 -1.64624
S2 -1.58361 -0.79394 -0.24997
O1 -0.78692 -3.31798 1.76481
C1 0.00000 0.00000 0.00000
H1 -2.40041 -0.38856 -2.77962
H2 0.61289 -0.59335 0.69922
H3 0.57717 0.15838 -0.92650
H4 -1.35263 -3.09538 0.99107
H5 -0.05746 -3.86200 1.39041
H6 -0.20570 0.98186 0.45853

* SMILES: CSS.O
* HOMO: -9.29 eV

These are the natural (NBO) partial charges, in e, on atoms 1 to 6:
1 S -0.127
2 S 0.072
3 O -0.945
4 C -0.770
5 H 0.126
6 H 0.251



three:
Formula: CH6OS2
Source: OMol25
Level of theory: ωB97M-V with the def2-TZVPD basis set

CARTESIAN COORDINATES (ANGSTROEM)
S1 -0.74000 -1.91795 -0.51443
S2 -1.60358 -0.45310 0.84339
O1 0.42908 1.82925 0.76749
C1 0.77198 -0.94974 -0.84656
H1 -2.30744 0.16748 -0.08276
H2 1.42516 -1.06774 0.01812
H3 1.24606 -1.36446 -1.74687
H4 -0.51134 1.92676 0.94562
H5 0.51568 0.07951 -1.04760
H6 0.77441 1.74999 1.66361

* SMILES: CSS.O
* HOMO: -9.18 eV

These are the natural (NBO) partial charges, in e, on atoms 1 to 6:
1 S 0.094
2 S -0.166
3 O -0.934
4 C -0.734
5 H 0.124
6 H 0.219



According to the calculations, the structures order from most to least stable as two, one, three.



one:
Formula: C5H6F2
Source: OMol25
Level of theory: ωB97M-V with the def2-TZVPD basis set

CARTESIAN COORDINATES (ANGSTROEM)
F1 0.09945 2.23773 -1.11539
F2 1.76310 1.14100 -0.18575
C1 -0.21648 -0.11987 1.67012
C2 0.50334 1.50263 -0.07815
C3 -0.44365 -0.56342 -0.87764
C4 0.13807 -1.38770 -1.68928
C5 -0.52244 0.37567 0.24157
H1 -0.44024 -2.20460 -2.14637
H2 1.13308 -1.35453 -2.09399
H3 -0.21235 0.74925 2.37976
H4 -1.38697 0.93071 0.15901
H5 -1.09947 -0.68340 2.15113
H6 0.68458 -0.62345 1.58499

* HOMO (spin up / spin down): -8.59 / -7.99 eV

These are the natural (NBO) partial charges, in e, on atoms 1 to 6:
1 F -0.334
2 F -0.329
3 C -0.591
4 C 0.691
5 C 0.143
6 C -0.500



two:
Formula: C5H6F2
Source: OMol25
Level of theory: ωB97M-V with the def2-TZVPD basis set

CARTESIAN COORDINATES (ANGSTROEM)
F1 -1.62187 -1.83208 0.38037
F2 -2.32695 1.61612 0.02992
C1 2.01730 -0.42394 0.07765
C2 -1.53214 0.49452 -0.35515
C3 0.73224 0.06059 -0.20183
C4 -1.19806 -0.60032 0.67324
C5 -0.13050 0.90856 -0.68107
H1 0.20004 1.89385 -1.00829
H2 2.53119 -0.57302 -0.86097
H3 -2.09007 -0.10697 -1.19603
H4 -1.01238 -0.28762 1.75744
H5 1.84864 -1.28676 0.61164
H6 2.58256 0.13707 0.77309

* HOMO (spin up / spin down): -8.17 / -8.17 eV

These are the natural (NBO) partial charges, in e, on atoms 1 to 6:
1 F -0.332
2 F -0.373
3 C -0.722
4 C 0.113
5 C 0.132
6 C 0.184



According to the calculations, the structures order from most to least stable as two, one.



one:
Formula: C5H6F2
Source: OMol25
Level of theory: ωB97M-V with the def2-TZVPD basis set

CARTESIAN COORDINATES (ANGSTROEM)
F1 0.26813 2.68229 -1.15367
F2 0.10565 -1.50519 -1.30167
C1 -0.74936 1.04052 0.18257
C2 -0.66818 0.02298 1.09109
C3 0.10841 1.27251 -0.95886
C4 0.58882 -1.78626 -0.09961
C5 0.24166 -1.13413 0.97924
H1 -1.39091 -0.05440 1.88407
H2 -1.46143 1.82137 0.49761
H3 -0.26521 0.91030 -1.92699
H4 1.11634 0.84103 -0.89924
H5 1.30510 -2.66732 -0.15918
H6 0.80098 -1.44369 1.86465

* SMILES: F/C=C\C=C/CF
* HOMO: -9.38 eV

These are the natural (NBO) partial charges, in e, on atoms 1 to 6:
1 F -0.382
2 F -0.337
3 C -0.204
4 C -0.208
5 C -0.003
6 C 0.247



two:
Formula: C5H6F2
Source: OMol25
Level of theory: ωB97M-V with the def2-TZVPD basis set

CARTESIAN COORDINATES (ANGSTROEM)
F1 2.98935 -0.97623 0.44071
F2 1.78418 2.05781 -0.51216
C1 1.55108 0.92770 0.17477
C2 -0.04546 -0.13653 0.06597
C3 0.69174 -1.18739 -0.19908
C4 -1.43486 0.28494 0.28514
C5 2.06377 -0.45503 -0.35800
H1 -1.47300 0.99773 1.07422
H2 -2.19626 -0.56144 0.68337
H3 2.49959 -0.42802 -1.48006
H4 0.55522 -2.19711 -0.30042
H5 1.82755 1.03397 1.16939
H6 -2.02980 0.71645 -0.55514

* HOMO: -9.68 eV

These are the natural (NBO) partial charges, in e, on atoms 1 to 6:
1 F -0.351
2 F -0.333
3 C 0.202
4 C 0.053
5 C -0.275
6 C -0.690



According to the calculations, the structures order from most to least stable as one, two.



one:
Formula: C2H2N2
Source: OMol25
Level of theory: ωB97M-V with the def2-TZVPD basis set

CARTESIAN COORDINATES (ANGSTROEM)
N1 -1.36995 0.18405 -0.36797
N2 1.76132 0.33936 0.24195
C1 1.08126 0.38270 -0.66917
C2 -1.47462 0.97454 0.44752
H1 0.45733 0.47229 -1.46045
H2 -1.75511 1.33592 1.43634

* SMILES: C#N.C#N
* HOMO: -11.89 eV

Charges obtained by natural (NBO) population analysis, quoted in units of e:
1 N -0.335
2 N -0.335
3 C 0.092
4 C 0.103
5 H 0.227
6 H 0.248



two:
Formula: C2H2N2
Source: OMol25
Level of theory: ωB97M-V with the def2-TZVPD basis set

CARTESIAN COORDINATES (ANGSTROEM)
N1 -1.19613 -0.76279 -0.01231
N2 1.27327 0.05605 -0.19795
C1 -1.25557 0.51970 -0.13895
C2 0.05671 0.07948 -0.09834
H1 -2.02368 1.40675 -0.25425
H2 1.50419 -1.47692 0.22739

* HOMO: -9.53 eV

Charges obtained by natural (NBO) population analysis, quoted in units of e:
1 N -0.273
2 N -0.520
3 C 0.038
4 C 0.274
5 H 0.226
6 H 0.254



According to the calculations, the structures order from most to least stable as one, two.



one:
Formula: C3H4OS2
Source: OMol25
Level of theory: ωB97M-V with the def2-TZVPD basis set

CARTESIAN COORDINATES (ANGSTROEM)
S1 1.52830 -1.82635 2.57891
S2 -0.05097 -1.43000 0.05476
O1 -0.21307 0.87624 -2.60173
C1 0.50984 -0.98878 1.60772
C2 -0.70004 0.20047 -0.35749
C3 0.18030 0.83454 -1.47124
H1 0.18913 0.02344 1.89841
H2 -0.98426 0.88888 0.46262
H3 -1.62218 0.08404 -0.91596
H4 1.16295 1.33752 -1.25600

* SMILES: O=CCSC=S
* HOMO: -9.01 eV

These are the natural (NBO) partial charges, in e, on atoms 1 to 6:
1 S 0.033
2 S 0.405
3 O -0.500
4 C -0.517
5 C -0.673
6 C 0.422



two:
Formula: C3H4OS2
Source: OMol25
Level of theory: ωB97M-V with the def2-TZVPD basis set

CARTESIAN COORDINATES (ANGSTROEM)
S1 2.33953 -1.17356 -0.30223
S2 2.52588 0.80732 0.50341
O1 0.89447 0.91063 0.92214
C1 -1.38543 0.43748 0.11741
C2 0.13249 0.17866 -0.05359
C3 0.64215 -0.97061 -0.54505
H1 -1.73448 0.59802 1.19906
H2 -1.63406 1.29642 -0.43799
H3 0.08543 -1.79499 -0.95190
H4 -1.86596 -0.28937 -0.45126

* SMILES: CC1=CSSO1
* HOMO: -7.77 eV

These are the natural (NBO) partial charges, in e, on atoms 1 to 6:
1 S 0.127
2 S 0.404
3 O -0.638
4 C -0.647
5 C 0.283
6 C -0.459



three:
Formula: C3H4OS2
Source: OMol25
Level of theory: ωB97M-V with the def2-TZVPD basis set

CARTESIAN COORDINATES (ANGSTROEM)
S1 -0.73108 -0.23760 -2.01942
S2 1.19329 0.37687 -2.47268
O1 -0.51165 -2.42434 -1.92485
C1 0.66554 0.53828 0.40604
C2 -0.50616 0.19921 1.31609
C3 0.46689 0.28954 -0.84264
H1 1.69361 0.73902 0.85558
H2 -0.19302 -0.36482 2.16233
H3 -1.34880 -0.30273 0.83283
H4 -0.72860 1.18658 1.68671

* HOMO (spin up / spin down): -9.39 / -9.39 eV

These are the natural (NBO) partial charges, in e, on atoms 1 to 6:
1 S 0.619
2 S 0.204
3 O -0.622
4 C -0.188
5 C -0.624
6 C -0.312



According to the calculations, the structures order from most to least stable as one, two, three.



one:
Formula: C6H12N2O
Source: OMol25
Level of theory: ωB97M-V with the def2-TZVPD basis set

CARTESIAN COORDINATES (ANGSTROEM)
O1 -0.99332 1.50065 0.97700
N1 -1.98124 -0.78722 -0.24906
N2 1.40227 -0.86221 -0.45428
C1 0.82466 2.09305 -0.44836
C2 0.23133 0.86445 1.42999
C3 -0.97578 -1.83324 0.17830
C4 -0.80255 0.13346 -0.76045
C5 -0.21628 1.12787 0.04029
C6 -0.03750 -1.17108 -0.88500
H1 -0.81987 0.51938 -1.73084
H2 -0.10786 -1.54931 -2.00061
H3 0.76968 1.59110 1.95762
H4 2.04477 -1.35336 -1.40835
H5 -2.57415 -0.33442 0.60511
H6 -0.30426 -1.65975 1.05588
H7 0.89239 2.94063 0.21184
H8 0.72352 1.94108 -1.67107
H9 -0.23378 -0.00878 1.99739
H10 1.91137 1.48237 -0.04702
H11 1.58864 -1.64983 0.86993
H12 -1.34202 -2.98484 0.33171

* HOMO: -9.24 eV

These are the natural (NBO) partial charges, in e, on atoms 1 to 6:
1 O -0.496
2 N -0.601
3 N -0.834
4 C -0.639
5 C -0.159
6 C -0.241



two:
Formula: C6H12N2O
Source: OMol25
Level of theory: ωB97M-V with the def2-TZVPD basis set

CARTESIAN COORDINATES (ANGSTROEM)
O1 2.32480 -1.05676 -0.15340
N1 -2.01418 -0.09274 1.58621
N2 -0.98684 1.66148 0.43605
C1 -0.58014 -0.61765 -0.28094
C2 2.14057 1.31402 -0.20476
C3 0.43228 -0.21462 -1.33314
C4 -1.15708 0.26814 0.54284
C5 1.72475 -0.09138 -0.55089
C6 -0.70441 -2.10828 -0.11259
H1 3.15024 1.31578 0.20031
H2 0.18075 0.71377 -1.83903
H3 -0.98443 -2.56760 -1.05935
H4 1.45622 1.70494 0.54122
H5 -2.07548 0.61611 2.30257
H6 -0.72340 1.95545 -0.48957
H7 -1.79288 -0.99285 1.99373
H8 0.25587 -2.52498 0.18640
H9 -1.45485 -2.38702 0.62467
H10 2.09200 1.95760 -1.08082
H11 0.51563 -1.01644 -2.07270
H12 -1.79946 2.16300 0.76316

* SMILES: CC(=O)CC(C)=C(N)N
* HOMO: -7.53 eV

These are the natural (NBO) partial charges, in e, on atoms 1 to 6:
1 O -0.563
2 N -0.825
3 N -0.833
4 C -0.149
5 C -0.735
6 C -0.521



According to the calculations, the structures order from most to least stable as two, one.